44
Properties=species:S:1:pos:R:3:mulliken_charge:R:1 method="wB97M-V/def2-TZVPD" gap_ha=0.12083 total_charge=+1 de_lowest_ev=0.000
Tl -30.85282 -15.35852 2.11018 1.33
As -35.24167 -16.34725 1.59382 2.01
F -34.68747 -17.73472 0.58251 -0.53
F -35.52030 -15.41886 0.11153 -0.47
F -35.69644 -15.02941 2.66261 -0.49
F -34.88346 -17.27019 3.04646 -0.49
F -33.54672 -15.84962 1.53778 -0.55
F -36.88640 -16.93666 1.65143 -0.48
N -28.83389 -13.79730 0.76586 0.13
S -27.85615 -14.00831 -0.41328 0.98
O -26.46413 -14.12312 -0.07346 -0.53
O -28.28157 -13.40690 -1.63779 -0.49
F -28.32008 -15.53771 -0.65129 -0.26
S -28.11751 -12.39318 1.41385 0.98
O -27.70840 -11.40371 0.45736 -0.49
O -27.31660 -12.49917 2.59217 -0.54
F -29.56400 -11.87167 1.84361 -0.24
O -30.77767 -17.13294 -0.22493 -0.32
C -31.29175 -17.66216 -1.22021 0.52
N -30.48240 -18.30291 -2.05495 -0.36
C -32.81505 -17.86552 -1.42560 -0.56
H -30.77417 -18.57990 -2.98006 0.24
H -29.48259 -18.19561 -1.95310 0.26
H -33.05878 -18.75641 -0.84998 0.33
H -32.95959 -17.97027 -2.49853 0.44
H -33.32038 -17.00076 -1.00287 -0.12
O -28.38760 -15.36246 3.64001 -0.53
C -27.31761 -15.44747 4.25199 0.72
N -27.22188 -15.33949 5.58025 -0.37
C -26.04326 -15.45419 3.42271 -0.87
H -26.30688 -15.40314 5.99187 0.22
H -28.06722 -15.26036 6.12176 0.24
H -25.16931 -15.35327 4.07364 0.33
H -25.94434 -14.56786 2.79504 0.19
H -25.85338 -16.31205 2.78150 0.29
O -31.96637 -14.70844 -0.46170 -0.10
C -32.31162 -13.85088 -1.28671 0.75
N -31.67461 -12.68087 -1.41004 -0.27
C -33.61960 -13.90785 -2.02704 -1.23
H -32.04513 -11.95026 -1.99519 0.21
H -30.83718 -12.47124 -0.88615 0.10
H -33.56957 -13.50428 -3.03563 0.42
H -34.36621 -13.33722 -1.46996 0.39
H -34.00810 -14.92455 -1.98535 0.25

25
Properties=species:S:1:pos:R:3:mulliken_charge:R:1 method="wB97M-V/def2-TZVPD" gap_ha=0.34834 total_charge=0 de_lowest_ev=1.793 smiles=CNN(C)C[C@@](C)(Br)OC
C 0.31337 2.60164 0.18556 -0.74
N 1.31388 1.79002 -0.65425 -0.71
N 0.92304 0.50717 -0.99957 0.55
C 1.48051 0.19227 -2.31370 -0.96
C 1.16194 -0.52751 0.04785 -1.32
C -0.43229 -1.16406 0.57373 0.56
C -1.26695 -1.39708 -0.60956 -1.18
Br 0.45503 -2.85840 1.34513 -0.23
O -0.82213 -0.37585 1.64718 -0.22
C -2.07527 -0.73740 2.28377 -0.72
H -0.52590 2.70665 -0.51098 0.28
H 0.07903 2.13070 1.13996 0.23
H 0.66599 3.66451 0.52632 0.29
H 2.14040 1.87774 -0.12687 0.22
H 2.20764 -0.65504 -2.25830 0.28
H 0.72308 -0.18115 -2.97378 0.27
H 1.76235 1.11443 -2.79195 0.38
H 1.69615 -1.26049 -0.41872 0.70
H 1.70144 -0.17770 0.94285 0.41
H -0.92956 -2.40845 -1.14250 0.30
H -2.21433 -1.80424 -0.25921 0.49
H -1.32827 -0.47015 -1.23234 0.23
H -2.74468 -1.23018 1.68118 0.38
H -2.41475 0.20289 2.83631 0.23
H -1.86974 -1.54032 3.08191 0.27

28
Properties=species:S:1:pos:R:3:mulliken_charge:R:1 method="wB97M-V/def2-TZVPD" gap_ha=0.20292 total_charge=-1 de_lowest_ev=4.782
Hg 0.20613 -0.24980 1.08864 1.36
Cl -1.38971 0.06102 2.44887 -0.75
Cl 0.97394 -2.18605 1.13847 -0.82
Cl 1.36806 0.99719 2.28333 -0.77
C -2.22738 -2.47767 0.74261 -0.95
O -1.53486 -1.20600 0.47902 0.06
C -2.14078 -0.39796 -0.47164 -0.37
C -1.83619 1.09711 -0.21160 -1.33
N -0.39744 1.38423 -0.03154 -0.28
C 0.35448 1.15305 -1.28927 -0.67
C 1.80649 1.07810 -0.98934 -0.73
O 2.08726 0.02590 -0.09089 -0.05
C 3.51304 -0.08798 0.16848 -0.86
H -1.67643 -2.93227 1.56597 0.24
H -2.07491 -3.08845 -0.14721 0.32
H -3.27659 -2.44922 1.03664 0.29
H -3.22598 -0.45367 -0.38602 0.38
H -1.82833 -0.66501 -1.48118 0.42
H -2.23193 1.43285 0.74693 0.48
H -2.36495 1.66815 -0.97475 0.44
H -0.37920 2.39289 0.01730 0.26
H 0.21392 2.10506 -1.80116 0.39
H 0.00487 0.21458 -1.71955 0.31
H 2.20556 2.06573 -0.75811 0.43
H 2.22186 0.85431 -1.97193 0.40
H 3.63450 -0.81624 0.97035 0.19
H 3.96727 0.88046 0.37800 0.30
H 4.02730 -0.40030 -0.74041 0.31